[1]
A cluster of 2 separate species, C3H10N2 in total at a distorted geometry. Source: the Open Molecules 2025 dataset; level of theory: ωB97M-V/def2-TZVPD.

The geometry in XYZ format:
```
15
Properties=species:S:1:pos:R:3
C -4.564 -3.947 4.970
C -4.137 -3.563 3.535
H -3.893 -3.551 5.742
H -4.440 -5.035 5.037
H -5.609 -3.639 5.078
H -3.425 -4.305 3.100
H -5.017 -3.759 2.937
H -3.793 -2.551 3.306
N 3.491 1.833 -3.696
C 2.928 3.064 -3.371
N 3.323 3.887 -2.488
H 2.857 1.150 -4.078
H 4.121 1.493 -2.980
H 2.180 3.380 -4.093
H 3.849 3.391 -1.766
```

The LUMO energy comes out at 1.07 eV. As for the total charge: 0. As for the SMILES: [H]/N=C\N.CC. The max |F| is 0.0258 hartree/bohr. Its energy above the lowest of the compared OMol25 structures with the same formula, charge and spin is 0.723 eV. For the HOMO energy, the calculation gives -9.64 eV.

[2]
A cluster of 11 separate species, C33H45F7O33 in total at a distorted geometry. Source: the Open Molecules 2025 dataset; level of theory: ωB97M-V/def2-TZVPD.

The geometry in XYZ format:
```
118
Properties=species:S:1:pos:R:3
C -1.223 1.159 -3.522
C -1.285 1.258 -5.059
O 0.032 0.965 -5.400
C 0.424 0.127 -4.397
O 1.279 -0.730 -4.525
O -0.302 0.186 -3.369
F -1.806 2.432 -5.520
H -2.199 0.893 -3.116
H -0.799 2.089 -3.143
H -1.931 0.502 -5.506
C -1.116 -1.307 -0.158
C -0.539 -0.216 0.794
O 0.759 -0.091 0.384
C 1.064 -0.889 -0.685
O 2.078 -0.898 -1.350
O 0.030 -1.778 -0.844
F -0.600 -0.562 2.058
H -1.884 -0.824 -0.763
H -1.637 -2.059 0.434
H -1.057 0.742 0.758
C -6.094 2.557 1.600
C -6.647 1.864 0.385
O -5.448 1.071 0.043
C -4.379 1.878 0.358
O -3.198 1.553 0.111
O -4.832 2.907 1.121
F -6.859 2.634 -0.642
H -6.049 1.817 2.399
H -6.762 3.358 1.919
H -7.474 1.212 0.667
C -3.011 -4.288 -3.564
C -2.141 -3.030 -3.718
O -3.046 -2.049 -3.326
C -4.281 -2.470 -3.601
O -5.307 -1.829 -3.527
O -4.301 -3.782 -3.869
F -1.764 -2.680 -4.989
H -2.972 -4.599 -2.520
H -2.702 -5.017 -4.314
H -1.259 -3.157 -3.091
C 0.929 -4.518 0.351
C 2.080 -4.344 -0.603
O 1.454 -4.705 -1.827
C 0.351 -5.486 -1.628
O -0.434 -5.894 -2.481
O 0.274 -5.635 -0.232
F 2.963 -5.314 -0.275
H 0.216 -3.695 0.307
H 1.125 -4.617 1.418
H 2.526 -3.349 -0.619
C 2.143 5.645 -0.218
C 3.233 5.031 -1.006
O 2.900 3.696 -1.037
C 1.646 3.544 -0.739
O 0.984 2.434 -0.911
O 1.173 4.730 -0.210
F 4.374 5.199 -0.321
H 1.689 6.565 -0.584
H 2.345 5.871 0.829
H 3.263 5.566 -1.955
C 4.225 -3.323 -4.423
C 4.654 -2.492 -3.162
O 6.028 -2.320 -3.406
C 6.474 -3.261 -4.192
O 7.627 -3.490 -4.542
O 5.488 -3.856 -4.774
F 4.440 -3.196 -2.040
H 3.986 -2.722 -5.301
H 3.329 -3.932 -4.307
H 4.126 -1.560 -2.958
C 0.784 -0.847 5.074
O 0.328 -0.209 6.318
C -0.538 -0.906 7.049
O -1.117 -1.970 6.739
O -0.663 -0.262 8.161
C -1.514 -0.643 9.199
H 0.152 -0.511 4.252
H 0.864 -1.934 5.088
H 1.840 -0.623 4.927
H -1.063 -1.596 9.475
H -2.563 -0.805 8.951
H -1.491 0.171 9.923
C -0.842 5.601 5.843
O 0.152 4.991 5.068
C -0.206 4.197 4.045
O -1.319 4.053 3.528
O 0.858 3.478 3.709
C 0.736 2.519 2.674
H -0.405 5.914 6.792
H -1.657 4.889 5.967
H -1.132 6.594 5.498
H -0.174 1.924 2.745
H 1.589 1.861 2.838
H 0.868 3.019 1.714
C -6.118 -1.717 2.188
O -5.451 -0.982 3.169
C -4.208 -0.662 3.057
O -3.383 -1.068 2.160
O -3.902 0.289 3.931
C -2.685 1.004 3.977
H -5.586 -2.664 2.100
H -6.145 -1.125 1.273
H -7.156 -2.019 2.330
H -2.338 1.234 2.970
H -1.900 0.383 4.409
H -2.716 1.944 4.528
C 4.041 1.200 -3.014
O 4.704 0.617 -4.093
C 6.001 0.788 -4.158
O 6.712 1.256 -3.231
O 6.419 0.158 -5.218
C 7.810 -0.240 -5.336
H 4.595 0.809 -2.160
H 2.962 1.060 -2.949
H 4.101 2.281 -3.134
H 7.974 -1.157 -5.902
H 8.119 -0.417 -4.306
H 8.290 0.601 -5.837
```

The LUMO energy comes out at 0.21 eV. As for the total charge: 0. As for the SMILES: O=C1OC[C@@H](F)O1.O=C1OC[C@@H](F)O1.O=C1OC[C@@H](F)O1.O=C1OC[C@@H](F)O1.O=C1OC[C@@H](F)O1.O=C1OC[C@@H](F)O1.O=C1OC[C@@H](F)O1.COC(=O)OC.COC(=O)OC.COC(=O)OC.COC(=O)OC. The max |F| is 0.1389 hartree/bohr. Its energy above the lowest of the compared OMol25 structures with the same formula, charge and spin is 0.000 eV. For the HOMO energy, the calculation gives -10.25 eV.

[3]
A structure of composition C41H39IrN2O2P2. Source: the Open Molecules 2025 dataset; level of theory: ωB97M-V/def2-TZVPD.

The geometry in XYZ format:
```
87
Properties=species:S:1:pos:R:3
Ir 0.961 -1.421 -0.537
C -2.675 0.940 -0.860
C -3.192 -0.253 -0.034
P -3.645 -0.236 1.786
C -2.054 -0.405 2.679
C -2.018 -1.234 3.801
C -0.883 -1.302 4.598
C 0.229 -0.531 4.288
C 0.208 0.295 3.173
C -0.926 0.344 2.380
C -4.030 1.510 2.194
C -3.926 1.915 3.527
C -4.255 3.205 3.907
C -4.693 4.122 2.961
C -4.840 3.722 1.643
C -4.522 2.424 1.266
C -1.740 0.580 -2.037
P 0.071 0.278 -1.791
C 0.545 -0.085 -3.528
C -0.346 -0.122 -4.593
C 0.102 -0.403 -5.879
C 1.445 -0.632 -6.117
C 2.345 -0.587 -5.059
C 1.897 -0.324 -3.780
C 0.674 2.007 -1.616
C 1.230 2.685 -2.701
C 1.553 4.032 -2.600
C 1.340 4.721 -1.419
C 0.819 4.051 -0.323
C 0.497 2.706 -0.423
H -2.232 1.718 -0.234
H -3.537 1.407 -1.337
H -2.454 -1.053 -0.094
H -4.087 -0.648 -0.521
H -2.893 -1.823 4.055
H -0.866 -1.960 5.457
H 1.111 -0.572 4.915
H 1.073 0.896 2.922
H -0.965 1.002 1.531
H -3.580 1.212 4.276
H -4.175 3.493 4.948
H -4.925 5.138 3.253
H -5.206 4.420 0.901
H -4.680 2.126 0.239
H -1.798 1.406 -2.749
H -2.118 -0.319 -2.533
H -1.401 0.052 -4.443
H -0.608 -0.444 -6.695
H 1.790 -0.856 -7.117
H 3.397 -0.775 -5.233
H 2.597 -0.326 -2.954
H 1.407 2.172 -3.634
H 1.971 4.541 -3.459
H 1.588 5.773 -1.348
H 0.665 4.569 0.615
H 0.116 2.206 0.449
O -0.156 -4.112 -3.499
C -0.032 -3.435 -2.497
O 0.821 -2.490 -2.314
C -0.939 -3.639 -1.316
C -1.984 -4.546 -1.323
C -2.790 -4.634 -0.204
C -2.500 -3.838 0.896
C -1.434 -2.962 0.827
N -0.678 -2.847 -0.270
H -2.134 -5.139 -2.214
H -3.633 -5.312 -0.183
H -3.096 -3.877 1.797
H -1.164 -2.324 1.655
C 3.262 -3.001 2.443
C 4.102 -1.848 1.972
C 5.333 -1.593 2.561
C 6.136 -0.551 2.121
C 5.716 0.246 1.066
C 4.491 0.034 0.447
C 4.067 0.894 -0.707
C 3.684 -1.012 0.921
N 2.433 -1.254 0.375
H 3.434 -3.189 3.503
H 3.515 -3.911 1.893
H 2.201 -2.815 2.288
H 5.664 -2.225 3.377
H 7.087 -0.359 2.601
H 6.349 1.050 0.709
H 4.638 1.822 -0.723
H 3.005 1.134 -0.666
H 4.243 0.375 -1.653
```

The LUMO energy comes out at 0.04 eV. As for the total charge: 0. The max |F| is 0.0176 hartree/bohr. Its energy above the lowest of the compared OMol25 structures with the same formula, charge and spin is 0.000 eV. For the HOMO energy, the calculation gives -7.38 eV.

[4]
A structure of composition CH5NO5PS2 at a distorted geometry. Source: the Open Molecules 2025 dataset; level of theory: ωB97M-V/def2-TZVPD.

The geometry in XYZ format:
```
15
Properties=species:S:1:pos:R:3
C -1.951 0.025 0.785
P -1.003 -1.229 -0.256
O -0.944 -0.609 -1.841
S 0.974 -1.288 0.594
O 0.777 -1.109 2.070
O 1.457 -2.689 0.373
N 2.124 -0.283 -0.094
S 1.516 1.189 -0.554
O 2.637 2.173 -0.537
O 0.358 1.698 0.221
H -1.280 0.375 1.580
H -2.250 0.861 0.140
H -2.818 -0.478 1.223
H -0.793 0.339 -1.813
H 1.196 1.024 -1.889
```

The LUMO energy comes out at 3.08 eV. As for the total charge: -1. The max |F| is 0.0872 hartree/bohr. For the HOMO energy, the calculation gives -5.56 eV.

[5]
An isolated molecule of C5H7BrN2 at a distorted geometry. Source: the Open Molecules 2025 dataset; level of theory: ωB97M-V/def2-TZVPD.

The geometry in XYZ format:
```
15
Properties=species:S:1:pos:R:3
C -0.193 0.199 0.450
C 1.258 0.150 0.529
C -0.683 -0.317 -0.783
C 1.844 0.907 1.743
C -2.124 -0.572 -0.932
N 2.141 -0.134 -0.339
N 0.168 -0.390 -1.798
Br 0.054 -1.381 -3.327
H -0.834 0.356 1.337
H 1.470 0.403 2.700
H 2.901 0.812 1.635
H 1.569 1.862 1.655
H -2.491 -0.860 -1.869
H -2.563 -1.386 -0.323
H -2.517 0.352 -0.677
```

The LUMO energy (alpha / beta) comes out at -1.72 / -0.04 eV. As for the total charge: 0. The max |F| is 0.0977 hartree/bohr. Its energy above the lowest of the compared OMol25 structures with the same formula, charge and spin is 4.141 eV. For the HOMO energy (alpha / beta), the calculation gives -8.41 / -8.62 eV.

[6]
A structure of composition C64H50BrN3O38S at a distorted geometry. Source: the Open Molecules 2025 dataset; level of theory: ωB97M-V/def2-TZVPD.

The geometry in XYZ format:
```
157
Properties=species:S:1:pos:R:3
C -2.743 2.416 3.376
C -3.487 1.408 4.417
O -3.604 1.863 5.602
N -4.032 0.101 4.012
C -3.516 -1.028 4.809
C -2.371 -0.973 5.918
O -4.012 -2.178 4.552
C -3.972 -0.139 2.558
C -2.706 -0.559 1.735
C -1.283 -0.726 2.446
O -1.180 -2.062 3.050
O -1.597 -3.009 2.181
C -2.755 -0.839 0.188
C -1.495 -1.315 -0.672
C -0.604 -0.116 -1.235
O -0.153 0.851 -0.558
O -0.271 -0.171 -2.623
C -4.140 -0.657 -0.521
N -4.371 -0.856 -1.939
S -6.041 -0.504 -2.124
N -6.688 -0.085 -0.589
C -5.476 -0.203 0.234
C -5.320 0.040 1.776
C -6.626 0.511 2.617
C -6.706 2.143 2.589
C -7.833 2.595 1.526
Br -7.250 2.905 4.357
H -1.681 2.086 3.119
H -3.415 2.575 2.447
H -2.680 3.458 3.877
H -1.394 -0.484 5.587
H -2.148 -2.053 6.268
H -2.814 -0.446 6.851
H -1.071 0.068 3.242
H -0.412 -0.667 1.681
H -2.491 -3.353 2.443
H -1.931 -1.869 -1.594
H -0.853 -2.115 -0.133
H 0.113 0.707 -2.890
H -7.522 0.022 2.105
H -6.567 0.212 3.720
H -5.715 2.613 2.228
H -8.324 3.564 1.883
H -8.641 1.768 1.530
H -7.322 2.675 0.507
C 2.596 2.811 -4.157
C 3.490 3.584 -4.777
C 3.235 4.124 -6.145
O 4.065 4.842 -6.676
C 1.978 3.756 -6.805
C 1.086 2.980 -6.185
C 1.330 2.465 -4.808
O 0.483 1.772 -4.265
O -0.085 2.629 -6.788
O 4.672 3.912 -4.184
H 2.767 2.416 -3.165
H 1.812 4.139 -7.803
H -0.555 2.070 -6.138
H 5.141 4.477 -4.829
C 6.827 3.272 -7.075
C 6.658 2.333 -8.008
C 7.808 1.539 -8.528
O 7.615 0.676 -9.367
C 9.145 1.839 -8.002
C 9.313 2.781 -7.071
C 8.159 3.555 -6.532
O 8.347 4.395 -5.668
O 10.549 3.072 -6.575
O 5.426 2.060 -8.523
H 6.000 3.853 -6.688
H 9.973 1.269 -8.400
H 10.405 3.782 -5.919
H 5.569 1.346 -9.175
C 4.011 -4.556 1.132
C 2.697 -4.475 0.910
C 2.052 -3.188 0.522
O 0.852 -3.155 0.309
C 2.902 -1.997 0.417
C 4.215 -2.078 0.642
C 4.863 -3.369 1.003
O 6.067 -3.404 1.182
O 5.018 -0.980 0.551
O 1.891 -5.568 1.028
H 4.491 -5.484 1.412
H 2.419 -1.066 0.152
H 5.922 -1.299 0.757
H 0.990 -5.251 0.817
C -4.531 5.199 -0.924
C -3.689 6.127 -1.382
C -3.398 7.365 -0.603
O -2.608 8.183 -1.044
C -4.088 7.550 0.678
C -4.934 6.623 1.134
C -5.203 5.373 0.368
O -5.968 4.539 0.825
O -5.584 6.783 2.321
O -3.059 5.981 -2.582
H -4.750 4.296 -1.478
H -3.882 8.460 1.225
H -6.133 5.980 2.428
H -2.506 6.780 -2.684
C -7.506 -5.545 -1.093
C -8.368 -6.299 -1.777
C -8.374 -6.312 -3.268
O -9.163 -7.028 -3.862
C -7.419 -5.444 -3.967
C -6.561 -4.686 -3.281
C -6.537 -4.696 -1.791
O -5.728 -4.007 -1.196
O -5.670 -3.873 -3.917
O -9.277 -7.091 -1.140
H -7.489 -5.527 -0.011
H -7.446 -5.448 -5.049
H -5.163 -3.434 -3.203
H -9.779 -7.535 -1.852
C 11.374 -3.568 1.869
C 10.059 -3.496 1.648
C 9.407 -2.214 1.260
O 8.207 -2.191 1.049
C 10.249 -1.018 1.152
C 11.562 -1.089 1.375
C 12.220 -2.376 1.737
O 13.426 -2.408 1.916
O 12.357 0.017 1.281
O 9.259 -4.593 1.769
H 11.861 -4.493 2.149
H 9.759 -0.090 0.886
H 13.261 -0.295 1.486
H 8.355 -4.282 1.558
C -9.583 -5.561 4.913
C -8.699 -4.796 4.270
C -8.976 -4.272 2.901
O -8.154 -3.560 2.350
C -10.244 -4.645 2.266
C -11.127 -5.413 2.908
C -10.861 -5.914 4.287
O -11.698 -6.599 4.850
O -12.307 -5.770 2.329
O -7.507 -4.462 4.839
H -9.396 -5.946 5.907
H -10.425 -4.273 1.266
H -12.766 -6.322 2.993
H -7.048 -3.904 4.178
C 7.760 4.083 3.794
C 7.599 3.133 2.869
C 8.756 2.348 2.354
O 8.570 1.474 1.522
C 10.090 2.666 2.872
C 10.252 3.618 3.794
C 9.091 4.385 4.330
O 9.273 5.235 5.185
O 11.485 3.927 4.283
O 6.368 2.843 2.360
H 6.928 4.658 4.178
H 10.924 2.101 2.477
H 11.336 4.641 4.934
H 6.516 2.125 1.714
```

The LUMO energy comes out at -2.13 eV. As for the total charge: 0. The max |F| is 0.1245 hartree/bohr. For the HOMO energy, the calculation gives -8.66 eV.

[7]
A cluster of 8 separate species, C6H31N2O7 in total at a distorted geometry. Source: the Open Molecules 2025 dataset; level of theory: ωB97M-V/def2-TZVPD.

The geometry in XYZ format:
```
46
Properties=species:S:1:pos:R:3
N -0.057 -1.294 -0.166
C 1.184 -0.630 0.335
C 2.419 -1.405 -0.132
C 1.084 -0.548 1.842
N -0.159 0.120 2.246
C 0.804 1.937 3.773
C -0.100 1.604 2.554
C 0.370 2.301 1.255
H -0.298 -2.229 0.194
H -0.849 -0.671 0.010
H -0.079 -1.358 -1.177
H 1.159 0.434 0.005
H 2.495 -1.295 -1.220
H 3.316 -0.862 0.164
H 2.351 -2.492 0.007
H 1.912 0.137 2.115
H 1.108 -1.443 2.540
H -0.740 -0.305 2.994
H 0.873 3.013 3.908
H 1.697 1.287 3.659
H 0.208 1.579 4.653
H -1.158 1.894 2.702
H 0.197 3.400 1.201
H 1.476 2.232 1.157
H -0.172 1.965 0.366
H 1.926 1.299 -2.128
H 0.782 0.941 -3.021
O 0.956 1.329 -2.148
H -0.053 -5.143 -0.079
H -1.171 -4.458 -0.799
O -0.595 -4.335 -0.039
H -3.215 -0.128 2.306
H -2.273 0.083 1.174
O -3.053 -0.450 1.414
H -1.325 -1.060 -3.697
H -2.100 -1.191 -2.470
O -1.235 -1.479 -2.832
H -2.962 0.789 -1.521
H -3.837 -0.072 -0.685
O -2.971 -0.089 -1.118
H 4.351 1.906 -1.873
H 4.226 0.492 -2.533
O 3.738 1.250 -2.211
H -0.649 2.037 -2.313
H -1.775 2.698 -3.024
O -1.651 1.917 -2.475
```

The LUMO energy comes out at -2.37 eV. As for the total charge: +1. The max |F| is 0.0513 hartree/bohr. Its energy above the lowest of the compared OMol25 structures with the same formula, charge and spin is 0.874 eV. For the HOMO energy, the calculation gives -12.08 eV.

[8]
An isolated molecule of C5H9N at a distorted geometry. Source: the Open Molecules 2025 dataset; level of theory: ωB97M-V/def2-TZVPD.

The geometry in XYZ format:
```
15
Properties=species:S:1:pos:R:3
C 0.535 1.353 0.113
C 1.705 -0.708 -0.234
C -0.667 -0.806 0.288
C -2.077 -0.508 0.026
C -3.068 0.086 -0.261
H -0.501 1.659 0.402
H 0.923 1.827 -0.788
H 1.093 1.619 0.930
H 1.662 -1.668 -0.586
H 2.645 -0.196 -0.702
H 1.624 -0.734 0.887
H -0.323 -0.976 1.248
H -0.470 -1.762 -0.197
H -3.467 0.879 -0.702
N 0.387 -0.067 -0.423
```

The LUMO energy comes out at 1.05 eV. As for the total charge: 0. As for the SMILES: C#CCN(C)C. The max |F| is 0.0966 hartree/bohr. Its energy above the lowest of the compared OMol25 structures with the same formula, charge and spin is 4.549 eV. For the HOMO energy, the calculation gives -8.81 eV.

[9]
The ion C3H11N4 with charge +1 at a distorted geometry. Source: the Open Molecules 2025 dataset; level of theory: ωB97M-V/def2-TZVPD.

The geometry in XYZ format:
```
18
Properties=species:S:1:pos:R:3
C 0.229 -1.292 0.781
C -0.667 1.054 0.453
C -0.096 1.830 -0.719
N -0.284 -0.243 0.054
N 0.818 -2.206 0.040
N 0.428 -1.292 2.119
N -0.351 1.078 -1.971
H -1.793 1.082 0.655
H -0.101 1.424 1.267
H -0.365 2.868 -0.865
H 0.986 1.789 -0.613
H 0.926 -2.123 -0.929
H 0.973 -3.159 0.389
H -0.086 -0.828 2.761
H 0.698 -2.188 2.556
H -1.302 1.167 -2.270
H -0.356 -0.144 -1.046
H 0.343 1.184 -2.661
```

The LUMO energy comes out at -2.79 eV. As for the total charge: +1. As for the SMILES: NCCNC(N)=[NH2+]. The max |F| is 0.0820 hartree/bohr. Its energy above the lowest of the compared OMol25 structures with the same formula, charge and spin is 0.635 eV. For the HOMO energy, the calculation gives -13.91 eV.

Q: Look up the max |F| of the first one.
A: 0.0258 hartree/bohr